[1]
ORCA calculation (ωB97M-V with the def2-TZVPD basis set) on 2 unconnected molecules or ions with the total composition C13H17NO7.

```
38
Properties=species:S:1:pos:R:3
C 0.521 4.617 4.837
C -0.806 3.717 4.493
C -0.471 3.014 3.070
C -0.776 3.859 1.793
N -0.444 3.272 0.516
C 0.153 1.957 0.327
C 0.472 1.505 -1.195
O 0.715 2.355 -2.127
O 0.411 0.135 -1.411
C 0.453 1.025 1.550
C 0.130 1.572 2.992
C 0.430 0.642 4.265
O 1.466 -0.092 4.278
O -0.427 0.547 5.400
H 0.493 5.488 4.076
H 1.414 3.936 4.549
H 0.547 4.963 5.924
H -1.033 2.946 5.306
H -1.735 4.397 4.411
H -1.246 4.912 1.860
H -0.623 3.847 -0.330
H 0.920 -0.018 1.470
H 0.091 0.287 6.202
C 1.399 -2.815 -2.682
C 0.998 -2.404 -4.086
O 0.707 -3.551 -4.900
C -0.481 -4.138 -4.672
O -1.308 -3.786 -3.867
O -0.576 -5.208 -5.486
C -1.748 -5.989 -5.269
H 2.228 -3.529 -2.713
H 1.701 -1.943 -2.097
H 0.575 -3.308 -2.161
H 1.834 -1.886 -4.563
H 0.152 -1.711 -4.078
H -2.651 -5.376 -5.325
H -1.686 -6.493 -4.301
H -1.797 -6.747 -6.052
```

Computed properties:
HOMO level: -8.7 eV
frontier orbital gap: 6.33 eV
relative energy (zero: lowest compared OMol25 entry of this formula, charge and spin): 585.8 kJ/mol
lowest unoccupied orbital energy: -2.329 eV

=====

[2]
ORCA calculation (ωB97M-V with the def2-TZVPD basis set) on a molecular structure, C13H18AgF2N10.

```
44
Properties=species:S:1:pos:R:3
Ag -0.290 -0.433 0.800
N -2.880 -1.295 -4.693
C -2.406 -1.930 -3.844
N -1.875 -2.699 -2.912
C -1.434 -2.103 -1.850
N -1.041 -1.552 -0.904
F -0.570 1.511 3.070
C 0.181 0.367 2.719
F 1.524 0.840 2.772
H 0.115 -0.262 3.613
N -2.826 1.907 -3.754
C -2.314 2.216 -2.511
C -1.308 1.423 -1.935
N -0.781 1.715 -0.766
C -1.232 2.805 -0.134
C -2.214 3.584 -0.709
N -2.765 3.300 -1.894
H -2.757 0.941 -4.042
H -3.713 2.341 -3.951
H -0.958 0.523 -2.431
H -0.821 3.015 0.845
H -2.589 4.466 -0.202
C 2.041 -0.539 -1.899
N 2.088 -0.218 -0.474
C 2.684 1.108 -0.312
N 4.041 1.167 -0.878
C 3.955 0.806 -2.295
N 3.380 -0.525 -2.506
C 4.210 -1.494 -1.785
N 4.305 -1.201 -0.352
C 2.942 -1.195 0.199
C 4.852 0.151 -0.202
H 1.414 0.197 -2.406
H 1.591 -1.525 -2.029
H 2.717 1.348 0.751
H 2.050 1.839 -0.818
H 4.959 0.829 -2.727
H 3.335 1.543 -2.810
H 5.215 -1.486 -2.214
H 3.780 -2.489 -1.914
H 2.980 -0.949 1.262
H 2.503 -2.188 0.081
H 5.863 0.171 -0.620
H 4.905 0.394 0.861
```

Computed properties:
HOMO level: -4.6 eV
frontier orbital gap: 7.46 eV
net charge: -1
relative energy (zero: lowest compared OMol25 entry of this formula, charge and spin): 0.0 kJ/mol
lowest unoccupied orbital energy: 2.872 eV

=====

[3]
ORCA calculation (ωB97M-V with the def2-TZVPD basis set) on a molecular structure, C13H18CeF5I2OP2.

```
42
Properties=species:S:1:pos:R:3
I 0.507 2.660 -2.234
I -0.442 -2.921 -0.407
Ce -0.426 0.021 -0.764
P -1.637 1.800 1.005
C -0.763 2.560 2.414
C -2.398 3.194 0.110
H -3.127 3.614 0.822
H -3.761 1.414 2.012
H -2.886 2.826 -0.797
H -3.525 0.350 0.578
H 0.098 3.065 1.999
H -1.611 3.906 -0.163
C -3.047 0.755 1.487
H -1.418 3.340 2.869
H -2.705 -0.074 2.113
H -0.420 1.812 3.101
P 0.633 -1.047 -3.298
C 2.448 -1.401 -3.200
C -0.197 -2.665 -3.682
H -0.690 0.272 -4.795
H 0.519 -0.736 -5.682
H 1.022 0.800 -4.828
C 0.353 -0.069 -4.826
H -1.270 -2.470 -3.597
H 0.064 -3.043 -4.678
H 2.755 -1.938 -4.101
H 2.645 -2.007 -2.311
H 0.100 -3.366 -2.891
H 2.991 -0.455 -3.110
C 1.749 0.168 -0.652
O 2.934 0.126 -0.683
F 2.213 1.068 1.907
C 1.580 -0.019 2.451
C 0.460 -0.511 1.861
C -0.203 -1.387 2.750
F -1.475 -1.819 2.526
C 0.260 -1.761 4.038
F -0.542 -2.466 4.869
C 1.531 -1.342 4.492
F 2.062 -1.776 5.675
C 2.194 -0.464 3.650
F 3.424 -0.014 3.970
```

Computed properties:
HOMO level (alpha / beta): -15.3 / -15.3 eV
frontier orbital gap (alpha / beta): 6.48 / 4.24 eV
net charge: +2
relative energy (zero: lowest compared OMol25 entry of this formula, charge and spin): 144.4 kJ/mol
lowest unoccupied orbital energy (alpha / beta): -8.831 / -11.014 eV
spin multiplicity: 2

=====

[4]
ORCA calculation (ωB97M-V with the def2-TZVPD basis set) on C13H18N2O in the gas phase.

```
34
Properties=species:S:1:pos:R:3
O -4.940 2.735 2.694
C -3.791 2.548 2.327
C -3.238 1.433 1.517
C -1.935 1.783 1.188
N -2.859 3.533 2.367
N -1.659 3.031 1.753
C -0.019 -1.957 -0.477
C 1.733 -0.162 -0.109
C 0.216 -0.079 -2.123
C -0.302 -0.203 1.327
C -1.712 -0.036 -0.676
C 0.191 1.654 -0.289
C 0.679 -1.071 0.597
C -0.768 -0.999 -1.472
C 0.993 0.799 -1.146
C -0.946 0.844 0.416
H -3.676 0.419 1.498
H -3.256 4.458 2.049
H -0.854 3.641 1.452
H -0.811 -2.713 -0.046
H 0.810 -2.496 -1.009
H 2.278 0.406 0.634
H 2.595 -0.673 -0.596
H 0.916 -0.689 -2.761
H -0.310 0.618 -2.823
H -1.074 -0.825 1.681
H 0.144 0.199 2.201
H -2.265 0.668 -1.276
H -2.512 -0.718 -0.195
H -0.194 2.389 -1.045
H 0.767 2.154 0.427
H 1.187 -1.800 1.275
H -1.351 -1.560 -2.259
H 1.690 1.443 -1.679
```

Computed properties:
HOMO level: -8.2 eV
frontier orbital gap: 8.72 eV
relative energy (zero: lowest compared OMol25 entry of this formula, charge and spin): 204.1 kJ/mol
lowest unoccupied orbital energy: 0.475 eV

=====

[5]
ORCA calculation (ωB97M-V with the def2-TZVPD basis set) on C13H18N2O7 in the gas phase.

```
40
Properties=species:S:1:pos:R:3
C 4.971 0.113 -2.992
C 3.698 -0.074 -2.236
C 2.866 1.019 -2.007
C 1.676 0.921 -1.316
C 1.266 -0.307 -0.784
C 2.080 -1.413 -1.002
C 3.266 -1.302 -1.720
N 4.018 -2.516 -1.886
O 4.913 -2.546 -2.705
O 3.710 -3.466 -1.190
H 1.799 -2.384 -0.622
N 0.071 -0.454 -0.123
H -0.107 -1.371 0.257
C -0.590 0.616 0.583
O -1.148 0.155 1.782
C -2.446 -0.398 1.531
H -2.360 -1.494 1.481
C -3.412 -0.077 2.698
O -3.227 -0.979 3.751
H -2.578 -0.582 4.354
C -3.238 1.365 3.212
H -4.078 1.622 3.862
O -2.089 1.466 4.009
H -1.330 1.217 3.460
H -3.211 2.066 2.367
H -4.435 -0.224 2.332
C -2.898 0.135 0.154
O -2.888 -0.868 -0.833
H -3.610 -1.484 -0.676
H -3.885 0.609 0.212
C -1.803 1.161 -0.223
O -1.584 1.287 -1.582
H -1.580 0.396 -1.959
H -2.068 2.152 0.157
H 0.132 1.405 0.831
H 1.048 1.791 -1.209
H 3.160 1.981 -2.398
H 5.815 -0.318 -2.457
H 5.156 1.172 -3.157
H 4.920 -0.391 -3.956
```

Computed properties:
HOMO level: -8.3 eV
frontier orbital gap: 8.05 eV
relative energy (zero: lowest compared OMol25 entry of this formula, charge and spin): 464.5 kJ/mol
lowest unoccupied orbital energy: -0.288 eV

=====

[6]
ORCA calculation (ωB97M-V with the def2-TZVPD basis set) on a molecular structure, C13H18N2Pb.

```
34
Properties=species:S:1:pos:R:3
C -1.291 1.560 -3.443
C 0.106 1.330 -3.656
C 0.843 2.159 -2.780
C -0.079 2.912 -2.004
C -1.402 2.549 -2.414
Pb -1.062 0.365 -0.244
N -1.548 -1.788 -0.714
C -0.839 -3.124 -1.096
C 0.389 -2.922 -1.843
H 1.934 2.262 -2.753
H 0.537 0.677 -4.415
H 0.188 3.659 -1.263
H -2.333 2.957 -2.008
H -2.108 1.078 -3.985
H 0.320 -2.490 -2.852
H -1.310 -3.942 -1.667
H -2.568 -1.782 -0.468
H 1.399 -2.953 -1.349
H -0.546 -3.732 -0.220
C -1.584 -1.208 2.954
C -0.304 -0.454 2.926
C 0.500 -0.112 4.035
C 1.613 0.593 3.491
C 1.471 0.624 2.096
C 2.410 1.228 1.156
N 0.298 0.007 1.770
H -1.387 -2.294 2.975
H -2.185 -1.056 2.035
H -2.167 -0.965 3.862
H 0.234 -0.307 5.048
H 2.440 1.025 4.035
H 2.414 2.311 1.282
H 3.411 0.863 1.387
H 2.205 0.969 0.122
```

Computed properties:
HOMO level (alpha / beta): 1.5 / 1.9 eV
frontier orbital gap (alpha / beta): 3.81 / 3.46 eV
net charge: -2
lowest unoccupied orbital energy (alpha / beta): 5.352 / 5.339 eV

=====

Record order is preserved below.
Maximum force: 6.8, 0.5, 11.4, 4.0, 1.6, 2.7 eV Å⁻¹